Entry 1:
A structure of composition C2H2GdLiO2 at a distorted geometry, computed with ωB97M-V with the def2-TZVPD basis set.

Net charge = +1
Max |F| = 4.25 eV/Å
⟨S²⟩ = 20.04
Orbital gap (spin up / spin down) = 8.353 / 8.347 eV
Spin multiplicity = 9
E = -1000.83769 Ha

```
8
Properties=species:S:1:pos:R:3:mulliken_charge:R:1
C 1.654 0.114 0.521 -0.85
O -2.200 -1.135 -0.603 -1.10
Li -1.203 -2.246 -1.408 0.85
H 1.835 -0.443 1.441 0.26
Gd -2.893 0.924 -0.479 1.06
C 0.685 0.999 0.498 0.90
H 2.385 0.118 -0.288 0.29
O -0.263 1.669 0.319 -0.41
```

---

Entry 2:
The molecule C6H6 at a distorted geometry, computed with ωB97M-V with the def2-TZVPD basis set.

Max |F| = 4.17 eV/Å
Energy relative to the best compared isomer or geometry (same formula, charge and spin) = 0.0 kJ/mol
⟨S²⟩ = 2.06
Orbital gap (spin up / spin down) = 8.604 / 8.885 eV
Spin multiplicity = 3
E = -231.99366 Ha

```
12
Properties=species:S:1:pos:R:3:mulliken_charge:R:1
C -2.237 -0.036 -0.118 0.02
H 2.928 -0.114 -0.935 0.35
C 2.441 -0.123 -0.024 -1.36
H -3.241 -0.011 -0.377 0.42
H 2.471 -1.165 0.311 0.29
C -1.416 1.116 -0.182 -1.02
H -1.518 -2.132 0.700 0.40
H -1.843 2.069 -0.226 0.43
C -0.098 0.718 0.019 -0.07
C -1.623 -1.164 0.288 -0.76
C 1.098 0.388 -0.059 0.97
H 3.037 0.453 0.603 0.32
```

---

Entry 3:
A structure of composition C2H3NO2 at a distorted geometry, computed with ωB97M-V with the def2-TZVPD basis set.

Max |F| = 4.38 eV/Å
Energy relative to the best compared isomer or geometry (same formula, charge and spin) = 559.6 kJ/mol
Orbital gap = 10.478 eV
E = -283.04486 Ha

```
8
Properties=species:S:1:pos:R:3:mulliken_charge:R:1
N -0.417 0.623 0.123 0.04
H 1.663 0.583 -0.373 0.36
H -0.588 1.664 1.640 0.38
H -0.090 -2.049 -1.343 0.32
C -0.075 -1.078 -0.786 -0.19
C 0.753 -0.079 -0.558 -0.23
O -1.213 -0.570 -0.103 -0.28
O -0.033 0.905 1.401 -0.39
```

---

Entry 4:
A structure of composition C32H47BN9OPS2Ta, computed with ωB97M-V with the def2-TZVPD basis set.

Net charge = +3
Max |F| = 0.95 eV/Å
Orbital gap = 6.730 eV
E = -3034.55805 Ha

```
94
Properties=species:S:1:pos:R:3:mulliken_charge:R:1
H -4.160 -3.396 1.971 0.34
N 0.054 1.960 -1.265 1.30
C 0.290 2.972 -0.349 -0.53
C 4.646 1.293 0.097 0.08
N -2.882 2.197 -2.988 0.30
H 1.265 2.995 -2.680 0.89
N 2.978 0.317 1.424 0.19
C 0.053 3.995 1.942 -0.73
H 3.990 -0.888 -3.237 0.51
H 4.064 -2.002 2.381 0.13
C 3.168 -3.985 2.528 -0.75
C -2.975 0.686 -4.573 -0.44
C 3.035 1.717 1.898 0.46
C -0.701 3.741 3.005 -1.14
C -1.551 2.519 2.834 0.44
H -2.602 2.799 2.721 0.32
N -1.116 2.002 1.437 0.72
H -1.844 2.054 4.843 0.57
H 1.850 -5.398 1.486 0.44
H 4.860 2.856 1.603 0.34
H 0.541 -3.220 0.606 -0.24
C -0.157 3.003 0.908 -0.32
H -2.162 0.694 3.809 0.38
H 1.043 -4.369 2.673 0.31
H -1.617 -0.015 1.642 1.19
C 1.588 -3.326 0.870 0.26
H -2.378 -2.114 -3.776 -0.03
C 0.685 -1.487 -3.578 -0.20
H 3.169 1.403 -2.851 0.68
C -3.077 -2.409 -0.998 -0.25
C 3.098 -2.456 2.584 -0.25
H -2.862 2.858 -5.028 0.54
C 0.529 2.190 -2.650 -1.00
S -1.334 -2.285 -0.919 -0.36
C -5.148 -2.379 -1.714 -0.49
C -3.390 -3.527 1.216 -0.67
N 2.106 -2.096 1.522 0.68
H -3.031 0.148 -5.505 0.61
H 1.309 -0.549 3.734 0.26
H -5.963 -3.295 0.130 0.52
N 0.431 0.128 1.969 1.21
H 4.138 1.285 -0.868 -0.54
H -0.018 -2.272 -3.829 0.52
H -2.475 -3.036 1.541 0.16
N -3.847 -2.924 -0.033 0.19
H -1.940 2.098 0.839 0.32
H 0.929 3.791 -0.666 0.59
C 1.108 0.872 -3.091 0.42
C -0.743 0.513 1.248 -2.63
C 2.466 0.600 -3.036 -0.91
C -2.953 3.493 -2.313 -0.85
H -5.958 -2.204 -2.401 0.55
C 0.212 -0.179 -3.376 -0.30
H 5.018 -0.161 1.656 0.47
P 1.683 -0.592 1.153 -1.20
C 4.307 0.010 0.844 -0.90
N -3.845 -2.063 -2.036 0.28
O 1.074 -0.636 -0.298 0.86
H 4.271 -0.879 0.217 0.47
H -4.293 -1.633 -4.177 -0.12
C -2.892 2.026 -4.342 -0.64
H 3.633 3.207 0.404 0.37
C -0.065 0.988 4.276 -0.79
H 3.993 -4.302 1.890 0.32
Ta -0.619 0.061 -1.026 -0.84
H 0.678 1.784 4.181 0.30
H 2.163 -3.524 -0.038 0.27
C 2.039 -1.742 -3.494 -0.87
H 5.714 1.397 -0.086 0.55
H 2.417 -2.741 -3.666 0.53
H 3.368 1.713 2.937 0.49
C 0.332 -0.190 3.410 -0.32
C 2.924 -0.694 -3.250 -0.70
S -3.001 0.678 -0.679 -0.41
C -1.461 1.517 3.972 -1.12
H 0.723 4.834 1.824 0.63
H -2.143 4.134 -2.655 0.36
H -2.871 3.337 -1.243 0.22
H 2.053 2.174 1.857 -0.68
H 2.754 -2.110 3.559 0.31
H -0.750 4.336 3.906 0.52
B -3.377 -1.553 -3.414 0.16
H -0.301 2.484 -3.295 0.13
C -5.157 -2.915 -0.473 -0.63
N -3.033 0.038 -3.373 0.36
C 1.832 -4.400 1.918 -0.86
H 3.331 -4.411 3.515 0.42
C 4.079 2.407 0.995 -0.86
H -3.201 -4.589 1.073 0.33
C -2.981 0.971 -2.402 -0.06
H -0.377 -1.014 3.548 0.38
H -3.906 3.966 -2.540 0.37
H -0.800 0.063 -3.698 0.64
H -0.033 0.656 5.314 0.46
```

---

Entry 5:
The molecule C4H7NO at a distorted geometry, computed with ωB97M-V with the def2-TZVPD basis set.

Max |F| = 3.99 eV/Å
Energy relative to the best compared isomer or geometry (same formula, charge and spin) = 226.2 kJ/mol
Orbital gap = 8.180 eV
E = -286.54550 Ha

```
13
Properties=species:S:1:pos:R:3:mulliken_charge:R:1
H 0.674 2.750 1.519 0.24
H -0.283 -2.791 -1.843 0.27
H 1.526 0.491 -0.952 0.28
C -0.597 -2.199 -1.000 -0.96
C 0.388 1.012 0.537 0.62
H 0.828 -0.600 -1.393 -0.05
C -0.406 -0.092 0.305 -0.19
C -0.155 -0.968 -0.776 0.07
H -0.689 1.854 2.050 0.23
O 1.443 1.291 -0.225 -0.53
N -0.031 2.060 1.317 -0.47
H -1.355 -0.172 0.814 0.22
H -1.344 -2.635 -0.353 0.28
```

---

Entry 6:
The molecule C3H3P3 at a distorted geometry, computed with ωB97M-V with the def2-TZVPD basis set.

Max |F| = 2.21 eV/Å
Energy relative to the best compared isomer or geometry (same formula, charge and spin) = 195.2 kJ/mol
Orbital gap = 8.709 eV
E = -1140.01534 Ha

```
9
Properties=species:S:1:pos:R:3:mulliken_charge:R:1
C 0.251 -0.145 -0.146 0.08
H 2.588 2.021 -1.188 0.07
P -1.376 -0.901 -0.071 -0.17
P 4.845 -1.157 -0.081 -0.20
C 1.358 0.328 -0.157 0.05
P 2.727 1.365 0.158 -0.14
H -0.693 -2.134 0.026 0.05
H -1.654 -1.010 -1.460 0.05
C 3.901 0.084 -0.048 0.21
```

---

Entry 7:
A cluster of 2 separate species, C3H3ClFN in total at a distorted geometry, computed with ωB97M-V with the def2-TZVPD basis set.

Max |F| = 3.56 eV/Å
Energy relative to the best compared isomer or geometry (same formula, charge and spin) = 423.4 kJ/mol
Orbital gap (spin up / spin down) = 8.595 / 8.605 eV
E = -730.75268 Ha

```
9
Properties=species:S:1:pos:R:3:mulliken_charge:R:1
C 1.942 0.647 0.023 -0.11
H 3.022 0.766 0.023 0.29
H 1.378 1.594 0.015 0.12
C -0.860 -0.023 -0.047 0.20
H -1.278 -2.085 0.005 0.34
C -1.635 -1.069 0.000 -0.08
Cl -1.006 1.613 -0.054 -0.15
N 1.428 -0.465 0.005 -0.37
F -2.991 -0.977 0.030 -0.23
```

---

Entry 8:
A structure of composition C11H24P at a distorted geometry, computed with ωB97M-V with the def2-TZVPD basis set.

Net charge = +1
Max |F| = 4.20 eV/Å
Energy relative to the best compared isomer or geometry (same formula, charge and spin) = 0.0 kJ/mol
Orbital gap = 12.076 eV
E = -774.54893 Ha

```
36
Properties=species:S:1:pos:R:3:mulliken_charge:R:1
C 1.200 -1.780 -1.057 -1.97
H 0.333 -2.293 -0.759 0.45
H -2.505 -0.853 -2.133 0.33
H 0.822 -1.916 1.592 0.27
H -2.784 -1.839 1.545 0.43
H 2.156 -2.354 -1.029 0.49
C -1.766 -0.433 0.016 2.12
H -1.659 -2.220 -1.221 0.43
C -1.731 -1.123 -1.412 -1.56
H -0.810 -0.947 -1.994 0.36
C 0.240 1.784 1.313 -0.72
H -1.226 -1.018 2.084 0.31
H 1.006 -1.575 -2.192 0.29
H 1.668 -0.212 1.856 0.34
C 2.630 0.170 -0.573 -2.35
H 2.984 1.061 -0.042 0.35
H -0.705 2.035 1.762 0.28
C -2.799 0.577 0.212 -2.15
C 0.115 2.011 -0.977 -1.27
H 0.631 1.916 -1.845 0.53
H -2.927 1.000 -0.713 0.58
H 0.902 1.713 2.247 0.38
H 1.803 2.722 0.059 0.16
C -1.814 -1.490 1.206 -1.38
H -1.283 -2.387 0.847 0.37
H 2.743 -1.566 1.188 0.46
H -0.843 2.523 -1.131 0.32
C 1.452 -0.607 -0.100 2.08
H 2.524 0.358 -1.559 0.58
C 0.647 2.780 0.229 -0.43
C 1.661 -1.180 1.278 -1.34
H 0.420 3.849 0.425 0.43
P -0.087 0.487 0.044 0.16
H -3.678 -0.009 0.372 0.53
H 3.420 -0.460 -0.544 0.72
H -2.742 1.278 1.004 0.41
```